Entry from the Open Molecules 2025 dataset: a cluster of 2 separate species, C23H24N3O6 in total (ωB97M-V/def2-TZVPD).

For the HOMO energy, the calculation gives -0.114 hartree. For the LUMO energy, the calculation gives 1.86 eV. The value obtained for the energy is -40997.7701 eV. For the HOMO-LUMO gap, the calculation gives 5.0 eV. As for the largest force on an atom: 2.1 eV/Å.

Geometry as ORCA input:
```
! RIJCOSX wB97M-V def2-TZVPD def2/J DEFGRID3
* xyz -1 1
C -5.89 1.76 1.20
O -5.44 0.59 1.92
C -4.19 0.12 1.67
C -3.69 -0.95 2.47
C -2.39 -1.36 2.33
C -1.50 -0.72 1.43
C -0.10 -1.12 1.33
C 0.97 -0.28 1.44
C 2.30 -0.90 1.54
O 2.48 -2.13 1.60
N 3.41 -0.05 1.66
C 4.70 -0.68 1.67
C 3.34 1.35 1.68
O 4.33 2.07 1.60
N 2.06 1.88 1.82
C 2.02 3.31 2.06
C 0.86 1.14 1.82
O -0.18 1.68 2.18
C -2.03 0.29 0.60
C -3.35 0.67 0.68
H -6.90 1.94 1.58
H -5.25 2.63 1.41
H -5.92 1.58 0.12
H -4.35 -1.42 3.19
H -1.96 -2.14 2.97
H 0.13 -2.18 1.25
H 5.45 0.09 1.81
H 4.74 -1.42 2.47
H 4.86 -1.21 0.72
H 0.98 3.61 2.13
H 2.54 3.54 2.98
H 2.53 3.82 1.24
H -1.37 0.80 -0.10
H -3.73 1.44 0.00
C 4.38 1.10 -1.99
C 3.44 -0.08 -1.96
O 2.11 0.37 -2.20
C 1.24 -0.69 -2.15
C -0.08 -0.26 -2.48
C -1.16 -1.13 -2.71
C -1.08 -2.55 -2.54
C -2.23 -3.31 -2.72
N -3.41 -2.79 -3.08
C -3.50 -1.47 -3.28
C -2.42 -0.61 -3.15
O 1.63 -1.82 -1.81
H 5.25 0.87 -1.37
H 4.73 1.23 -3.03
H 3.92 2.03 -1.64
H 3.75 -0.81 -2.72
H 3.45 -0.57 -0.97
H -0.18 0.78 -2.76
H -0.12 -3.00 -2.30
H -2.18 -4.39 -2.58
H -4.49 -1.10 -3.58
H -2.53 0.44 -3.43
*
```

Löwdin population analysis, charges in e, atoms 1 to 2: -0.071, -0.095



Entry from the Open Molecules 2025 dataset: the molecule C23H24N6O2 (ωB97M-V/def2-TZVPD).

For the HOMO energy, the calculation gives -0.290 hartree. The SMILES is COCCn1nnnc1[C@H](c1cc2cc(C)ccc2[nH]c1=O)N1CCc2ccccc21. For the LUMO energy, the calculation gives 0.05 eV. The value obtained for the energy is -37275.8486 eV. For the HOMO-LUMO gap, the calculation gives 7.9 eV. As for the largest force on an atom: 1.5 eV/Å.

Geometry as ORCA input:
```
! RIJCOSX wB97M-V def2-TZVPD def2/J DEFGRID3
* xyz 0 1
C 2.79 4.12 0.22
H 3.04 5.10 0.61
O 4.01 3.40 0.19
C 3.88 2.02 -0.03
C 3.58 1.64 -1.49
N 2.19 1.74 -1.85
C 1.14 0.92 -1.58
N 0.08 1.43 -2.17
N 0.48 2.53 -2.78
N 1.72 2.73 -2.61
C 1.23 -0.35 -0.80
N 1.51 -0.11 0.60
C 0.76 0.69 1.45
C -0.04 1.78 1.17
C -0.61 2.48 2.23
C -0.39 2.10 3.54
C 0.43 1.01 3.83
C 0.99 0.31 2.78
C 1.92 -0.87 2.82
H 1.55 -1.68 3.44
H 2.90 -0.56 3.21
C 2.01 -1.26 1.34
H 3.04 -1.48 1.02
H 1.40 -2.15 1.13
H 0.61 0.71 4.85
H -0.84 2.66 4.35
H -1.24 3.33 2.02
H -0.24 2.10 0.16
C 0.01 -1.21 -1.06
C -1.24 -0.89 -0.67
C -2.35 -1.75 -0.94
C -3.66 -1.44 -0.55
C -4.70 -2.29 -0.85
C -4.44 -3.47 -1.55
C -3.16 -3.80 -1.94
C -2.10 -2.94 -1.65
N -0.82 -3.24 -2.02
C 0.28 -2.45 -1.78
O 1.39 -2.82 -2.14
H -0.65 -4.09 -2.53
H -2.97 -4.71 -2.49
H -5.26 -4.14 -1.78
C -6.11 -1.97 -0.44
H -6.51 -2.76 0.19
H -6.75 -1.88 -1.32
H -6.15 -1.03 0.11
H -3.83 -0.52 -0.02
H -1.43 0.03 -0.14
H 2.09 -0.91 -1.20
H 4.12 2.31 -2.16
H 3.90 0.60 -1.66
H 3.12 1.59 0.63
H 4.86 1.60 0.23
H 2.36 4.22 -0.78
H 2.07 3.63 0.89
*
```

Löwdin population analysis, charges in e, atoms 1 to 2: -0.092, 0.091



Entry from the Open Molecules 2025 dataset: a structure of composition C23H24N6O3STi (ωB97M-V/def2-TZVPD).

For the HOMO energy (alpha / beta), the calculation gives -0.333 / -0.333 hartree. For the LUMO energy (alpha / beta), the calculation gives -4.53 / -4.20 eV. The value obtained for the energy is -73267.0782 eV. For the HOMO-LUMO gap (alpha / beta), the calculation gives 4.5 / 4.9 eV. As for the largest force on an atom: 1.8 eV/Å.

Geometry as ORCA input:
```
! RIJCOSX wB97M-V def2-TZVPD def2/J DEFGRID3
* xyz 1 2
Ti 1.17 -0.34 0.78
N 2.63 -2.22 0.62
C 2.67 -2.87 1.95
C 1.31 -2.77 2.62
N 0.88 -1.34 2.68
H 2.14 -2.83 -0.04
H 3.57 -2.15 0.25
H 3.41 -2.35 2.56
H 2.97 -3.91 1.89
H 1.34 -3.21 3.61
H 0.56 -3.32 2.04
H 1.47 -0.85 3.36
H -0.06 -1.27 3.06
N 2.84 0.93 0.38
C 2.93 1.05 1.83
C 4.01 0.48 2.50
C 4.07 0.53 3.87
C 3.05 1.17 4.58
C 1.99 1.75 3.91
C 1.89 1.69 2.52
C 0.71 2.26 1.78
C 0.32 3.58 1.95
C -0.74 4.06 1.20
C -1.41 3.23 0.30
C -1.00 1.91 0.14
C 0.07 1.39 0.88
H 3.73 0.69 -0.03
H 2.51 1.80 -0.04
H 4.82 0.03 1.93
H 4.91 0.10 4.39
H 3.10 1.22 5.66
H 1.20 2.25 4.47
H 0.85 4.24 2.64
H -1.06 5.09 1.31
H -2.23 3.62 -0.29
H -1.53 1.30 -0.58
O -3.97 2.75 -4.57
S -3.64 1.86 -5.67
O -2.21 1.78 -5.96
O -4.51 1.91 -6.82
C -3.94 0.27 -4.90
N -5.09 -0.43 -5.06
C -5.23 -1.54 -4.36
C -4.28 -2.01 -3.45
C -3.15 -1.23 -3.37
N -2.97 -0.14 -4.08
C -2.02 -1.41 -2.42
C -2.12 -1.96 -1.15
C -1.08 -1.80 -0.26
N 0.06 -1.18 -0.60
C 0.20 -0.73 -1.87
C -0.80 -0.85 -2.80
H -6.15 -2.09 -4.52
H -4.43 -2.92 -2.89
H -3.04 -2.42 -0.81
H -1.16 -2.15 0.76
H 1.14 -0.24 -2.12
H -0.70 -0.42 -3.79
*
```

Löwdin population analysis, charges in e, atoms 1 to 2: 1.029, -0.015



Entry from the Open Molecules 2025 dataset: a structure of composition C23H25AsN5Se2W (ωB97M-V/def2-TZVPD).

For the HOMO energy (alpha / beta), the calculation gives -0.617 / -0.617 hartree. For the LUMO energy (alpha / beta), the calculation gives -11.55 / -11.16 eV. The value obtained for the energy is -225034.9556 eV. For the HOMO-LUMO gap (alpha / beta), the calculation gives 5.2 / 5.6 eV. As for the largest force on an atom: 1.9 eV/Å.

Geometry as ORCA input:
```
! RIJCOSX wB97M-V def2-TZVPD def2/J DEFGRID3
* xyz 3 3
W -0.50 0.68 1.20
Se 6.24 -0.64 4.64
N 5.68 -0.69 3.00
C 4.39 -0.45 2.95
C 3.60 -0.46 1.76
C 4.09 -0.77 0.49
C 3.23 -0.78 -0.59
C 1.90 -0.43 -0.40
N 1.40 -0.10 0.79
C 2.23 -0.14 1.88
C 1.64 0.16 3.15
N 0.32 0.49 3.16
C -0.28 0.71 4.34
C 0.40 0.66 5.55
C 1.75 0.37 5.56
C 2.40 0.11 4.34
C 3.79 -0.19 4.23
N 4.64 -0.26 5.24
H 5.15 -0.99 0.38
H 3.57 -1.05 -1.58
H 1.21 -0.38 -1.25
H -1.34 0.96 4.32
H -0.14 0.85 6.46
H 2.32 0.34 6.48
Se 0.67 2.64 0.45
C -0.07 4.46 0.22
C -0.48 5.21 1.32
C -0.77 6.56 1.10
N -0.65 7.09 -0.09
C -0.29 6.40 -1.14
C 0.02 5.04 -1.03
H -0.52 4.80 2.31
H -1.08 7.21 1.91
H -0.21 6.92 -2.08
H 0.37 4.50 -1.90
C -4.35 -1.92 -0.65
C -3.73 -0.80 -1.47
As -2.32 0.37 -0.57
C -2.85 0.45 1.40
C -2.49 -0.89 2.07
C -2.88 2.18 -1.22
C -4.02 2.79 -0.40
H -5.06 -2.45 -1.29
H -4.91 -1.54 0.20
H -3.62 -2.67 -0.33
H -4.50 -0.09 -1.79
H -3.23 -1.20 -2.37
H -3.90 0.73 1.57
H -2.22 1.32 1.85
H -3.07 -1.71 1.63
H -2.70 -0.88 3.14
H -1.40 -1.16 1.91
H -3.18 2.07 -2.27
H -2.00 2.84 -1.20
H -4.85 2.08 -0.29
H -4.42 3.65 -0.92
H -3.69 3.13 0.58
*
```

Löwdin population analysis, charges in e, atoms 1 to 2: 1.059, 1.324